Record 1
Entry from the Open Molecules 2025 dataset: a single C5H8O2 molecule (ωB97M-V/def2-TZVPD).

Computed properties:
**Total charge**: 0
**Energy above the lowest of the compared OMol25 structures with the same formula, charge and spin**: 0.875 eV
**Multiplicity**: 1
**Highest occupied orbital energy**: -9.781 eV
**Kohn-Sham gap**: 9.26 eV
**Lowest unoccupied orbital energy**: -0.5247 eV
**SMILES string**: CCCC(=O)C=O

Geometry as XYZ:
```
15
Properties=species:S:1:pos:R:3:forces:R:3
C 0.237418 -0.290756 1.717197 0.02 -0.04 0.02
C -0.180584 0.985810 0.988582 -0.06 0.05 0.06
C -0.104666 0.894525 -0.546501 0.03 0.04 -0.03
C -0.593912 -0.420055 -1.100136 -0.29 -0.03 0.16
O -1.679550 -0.914625 -0.887232 0.44 0.24 -0.08
C 0.376032 -1.211774 -1.989964 0.48 0.09 -0.20
O 1.483403 -0.822035 -2.268278 -0.60 -0.25 0.14
H -0.481028 -1.097558 1.536684 0.14 0.10 0.03
H 0.276793 -0.119209 2.797505 0.00 -0.04 -0.16
H 1.228789 -0.633812 1.397774 -0.11 0.06 0.03
H 0.470574 1.813657 1.290532 -0.13 -0.09 -0.01
H -1.195605 1.258433 1.292436 0.08 -0.07 -0.05
H -0.724593 1.685033 -0.988092 0.09 -0.12 0.01
H 0.921248 1.049287 -0.892502 -0.13 -0.05 0.05
H -0.034320 -2.176922 -2.348005 0.03 0.10 0.03
```
Positions in Å, forces in eV/Å.

Record 2
Entry from the Open Molecules 2025 dataset: a single C5H8O2 molecule (ωB97M-V/def2-TZVPD).

Computed properties:
**Total charge**: 0
**Energy above the lowest of the compared OMol25 structures with the same formula, charge and spin**: 2.248 eV
**Multiplicity**: 1
**Highest occupied orbital energy**: -10.353 eV
**Kohn-Sham gap**: 11.19 eV
**Lowest unoccupied orbital energy**: 0.8366 eV
**SMILES string**: C#C[C@](C)(O)CO

Geometry as XYZ:
```
15
Properties=species:S:1:pos:R:3:forces:R:3
C -0.465369 -1.556583 0.647989 -0.01 -0.02 0.06
C -0.159930 -0.304874 -0.170037 0.08 -0.03 0.22
O -0.699862 -0.501410 -1.459371 -0.04 0.13 -0.15
C -0.800633 0.977558 0.400369 -0.09 -0.13 0.20
O -0.766641 1.996186 -0.588403 0.25 0.13 0.04
C 1.311435 -0.090718 -0.235106 0.51 0.10 -0.02
C 2.499893 0.109869 -0.245939 -0.47 -0.07 -0.01
H -1.548049 -1.686938 0.742022 0.15 0.08 -0.03
H -0.011023 -1.513305 1.642460 -0.07 0.06 -0.14
H -0.059862 -2.424617 0.120164 -0.05 0.13 0.09
H -0.851036 0.397712 -1.799281 -0.01 -0.25 -0.12
H -0.307485 1.302654 1.325709 -0.05 -0.14 -0.14
H -1.858979 0.789056 0.601800 0.13 -0.02 -0.03
H 0.159882 2.245042 -0.722153 -0.14 0.03 0.05
H 3.557653 0.260366 -0.260223 -0.20 -0.02 -0.01
```
Positions in Å, forces in eV/Å.

Record 3
Entry from the Open Molecules 2025 dataset: a single C5H8O2 molecule (ωB97M-V/def2-TZVPD).

Computed properties:
**Total charge**: 0
**Energy above the lowest of the compared OMol25 structures with the same formula, charge and spin**: 1.660 eV
**Multiplicity**: 1
**Highest occupied orbital energy**: -9.966 eV
**Kohn-Sham gap**: 9.83 eV
**Lowest unoccupied orbital energy**: -0.1375 eV
**SMILES string**: CCCC(=O)C=O

Geometry as XYZ:
```
15
Properties=species:S:1:pos:R:3:forces:R:3
C -2.340278 -0.053179 -0.688765 0.05 0.08 -0.05
C -1.067132 -0.450617 0.071983 0.07 0.04 -0.02
C 0.172225 0.363069 -0.400435 -0.04 0.05 -0.08
C 1.451235 -0.015888 0.347425 -0.43 -0.84 0.70
O 1.344348 -0.880135 1.197645 -0.43 0.18 -0.29
C 3.032966 0.341699 0.419846 0.47 0.14 0.00
O 3.868415 1.038802 -0.074962 -1.37 0.09 -0.47
H -2.580716 1.006473 -0.544136 0.07 -0.12 -0.02
H -3.213457 -0.629651 -0.354307 0.31 0.08 0.00
H -2.235196 -0.224368 -1.766229 0.02 0.03 0.13
H -0.894906 -1.526852 -0.056951 0.14 0.27 -0.02
H -1.234447 -0.311233 1.147687 0.20 0.06 -0.22
H 0.310983 0.203541 -1.476614 0.15 0.12 0.08
H -0.035097 1.432376 -0.270840 0.20 -0.04 -0.07
H 3.253949 -0.369112 1.219279 0.60 -0.15 0.33
```
Positions in Å, forces in eV/Å.

Record 4
Entry from the Open Molecules 2025 dataset: a 2-piece molecular cluster, C5H8O2 overall (ωB97M-V/def2-TZVPD).

Computed properties:
**Total charge**: 0
**Energy above the lowest of the compared OMol25 structures with the same formula, charge and spin**: 4.775 eV
**Multiplicity**: 1
**Highest occupied orbital energy**: -8.824 eV
**Kohn-Sham gap**: 9.42 eV
**Lowest unoccupied orbital energy**: 0.5989 eV
**SMILES string**: C=CO[C@H]1C=C1O.[H][H]

Geometry as XYZ:
```
15
Properties=species:S:1:pos:R:3:forces:R:3
C 0.736101 -1.953359 1.129855 -0.07 0.01 -0.15
C 0.295457 -1.324862 0.045396 0.25 -0.07 0.17
O -1.017694 -1.201779 -0.281528 0.05 -0.07 0.13
C -1.356411 0.026261 -0.915659 -0.17 0.03 -0.29
C -1.136092 1.331193 -0.213860 0.18 0.07 -0.12
C -0.348371 1.040657 -1.208880 -0.24 -0.06 0.27
O 0.726735 1.271727 -1.967387 -0.02 0.19 0.10
H 0.908347 0.774387 1.857981 0.04 0.11 0.00
H 0.062317 -2.393424 1.856874 0.04 0.07 -0.10
H 1.805686 -2.037029 1.288461 -0.16 -0.06 -0.04
H 0.987592 -0.878660 -0.669680 -0.05 -0.09 0.10
H -2.229017 -0.159260 -1.541934 0.13 0.00 0.09
H 0.906702 1.512618 1.759658 0.07 -0.03 0.11
H -1.417604 1.933668 0.634840 0.02 -0.05 -0.18
H 1.204424 2.033246 -1.607211 -0.07 -0.05 -0.10
```
Positions in Å, forces in eV/Å.

Record 5
Entry from the Open Molecules 2025 dataset: a 2-piece molecular cluster, C5H8O2 overall (ωB97M-V/def2-TZVPD).

Computed properties:
**Total charge**: 0
**Energy above the lowest of the compared OMol25 structures with the same formula, charge and spin**: 2.569 eV
**Multiplicity**: 1
**Highest occupied orbital energy**: -9.509 eV
**Kohn-Sham gap**: 10.41 eV
**Lowest unoccupied orbital energy**: 0.9041 eV
**SMILES string**: C=C1CC1.O=CO

Geometry as XYZ:
```
15
Properties=species:S:1:pos:R:3:forces:R:3
O 0.961686 -0.104567 -1.532335 0.57 0.16 -0.44
C -0.487990 0.011983 0.528513 -0.20 0.02 0.72
C 0.532969 0.016127 1.363392 -0.53 0.07 0.39
C 1.991573 -0.245601 -0.671581 0.47 0.12 -0.56
O 2.751310 0.638387 -0.379987 -0.24 -0.36 -0.12
C -1.611740 -0.751046 -0.008195 -0.06 -0.25 0.12
C -1.586665 0.782070 -0.058982 -0.03 0.25 0.06
H 0.893659 0.851189 -1.695016 0.03 -0.11 -0.17
H 1.036659 0.935007 1.646068 -0.11 -0.11 0.04
H 0.910677 -0.915137 1.777271 0.02 0.12 -0.04
H 2.064162 -1.286719 -0.333935 0.06 0.12 -0.13
H -2.220100 -1.264681 0.729343 -0.17 0.09 -0.17
H -1.533775 -1.250781 -0.973294 0.14 0.11 0.25
H -1.536934 1.230043 -1.052126 0.16 -0.13 0.23
H -2.165486 1.353719 0.660863 -0.12 -0.08 -0.19
```
Positions in Å, forces in eV/Å.

Record 6
Entry from the Open Molecules 2025 dataset: a single C5H8O2 molecule (ωB97M-V/def2-TZVPD).

Computed properties:
**Total charge**: 0
**Energy above the lowest of the compared OMol25 structures with the same formula, charge and spin**: 2.464 eV
**Multiplicity**: 1
**Highest occupied orbital energy**: -10.165 eV
**Kohn-Sham gap**: 10.99 eV
**Lowest unoccupied orbital energy**: 0.8287 eV
**SMILES string**: C#C[C@](C)(O)CO

Geometry as XYZ:
```
15
Properties=species:S:1:pos:R:3:forces:R:3
C -0.553016 -1.460857 0.696278 -0.06 -0.05 0.05
C -0.222358 -0.234259 -0.177958 0.07 0.06 0.22
O -0.764344 -0.412653 -1.480642 0.13 -0.06 -0.28
C -0.870626 1.043709 0.383898 -0.16 -0.19 0.20
O -0.551989 2.190323 -0.355556 0.24 0.15 0.05
C 1.236565 -0.016079 -0.263873 0.56 0.09 -0.10
C 2.416601 0.206805 -0.370196 -0.49 -0.14 0.06
H -1.442864 -1.281326 1.310955 0.12 0.01 -0.14
H 0.269945 -1.757248 1.352819 -0.12 0.16 -0.09
H -0.776032 -2.285207 0.016718 0.06 0.00 0.14
H -0.062484 -0.721863 -2.066987 -0.18 0.05 0.08
H -0.601694 1.148685 1.447437 0.01 -0.06 -0.17
H -1.956182 0.919439 0.317400 0.14 -0.04 -0.01
H 0.410954 2.286180 -0.350447 -0.15 0.03 -0.04
H 3.467522 0.374345 -0.459849 -0.17 -0.01 0.02
```
Positions in Å, forces in eV/Å.

Record 7
Entry from the Open Molecules 2025 dataset: a single C5H8O2 molecule (ωB97M-V/def2-TZVPD).

Computed properties:
**Total charge**: 0
**Energy above the lowest of the compared OMol25 structures with the same formula, charge and spin**: 2.107 eV
**Multiplicity**: 1
**Highest occupied orbital energy**: -9.588 eV
**Kohn-Sham gap**: 10.24 eV
**Lowest unoccupied orbital energy**: 0.6549 eV
**SMILES string**: C=CC[C@H](O)C=O

Geometry as XYZ:
```
15
Properties=species:S:1:pos:R:3:forces:R:3
O -1.767575 0.413523 1.211004 -0.18 0.08 -0.12
C -0.425371 0.674440 0.895223 0.13 0.05 -0.03
C 0.382817 -0.659307 1.046169 -0.07 0.14 -0.10
C 0.362673 -1.226100 -0.348864 0.10 0.17 -0.28
C 1.202172 -0.676644 -1.223290 0.10 -0.27 -0.08
C -0.399846 1.175195 -0.588515 -0.29 0.01 0.07
O -1.347888 0.955177 -1.311782 0.35 0.61 0.45
H -2.216734 0.345904 0.348626 -0.10 0.05 0.19
H -0.029064 1.468613 1.549507 -0.18 -0.22 -0.11
H 1.420706 -0.513841 1.378908 -0.32 0.14 -0.06
H -0.159059 -1.260556 1.784126 0.22 0.12 -0.12
H -0.533378 -1.763693 -0.670205 0.37 0.01 0.04
H 1.995173 -0.045195 -0.816721 0.02 -0.19 -0.32
H 1.033574 -0.643853 -2.298068 0.28 -0.49 0.18
H 0.481800 1.756337 -0.956119 -0.43 -0.23 0.29
```
Positions in Å, forces in eV/Å.

Record 8
Entry from the Open Molecules 2025 dataset: a 3-piece molecular cluster, C5H8O2 overall (ωB97M-V/def2-TZVPD).

Computed properties:
**Total charge**: 0
**Energy above the lowest of the compared OMol25 structures with the same formula, charge and spin**: 3.101 eV
**Multiplicity**: 1
**Highest occupied orbital energy**: -9.439 eV
**Kohn-Sham gap**: 10.32 eV
**Lowest unoccupied orbital energy**: 0.8841 eV
**SMILES string**: C=C=O.C=C.C=O

Geometry as XYZ:
```
15
Properties=species:S:1:pos:R:3:forces:R:3
C -1.503800 -1.209446 -0.402974 0.09 -0.01 0.06
C -0.512239 -1.219651 0.458858 0.38 -0.16 0.60
C 1.075762 0.752736 -1.294060 0.08 -0.19 -0.05
C 1.595959 -0.457589 -1.483416 -0.06 0.22 0.01
O 0.302552 -1.236203 1.296990 -0.75 -0.05 -0.76
C -0.614452 1.300551 2.110734 0.15 0.25 -0.02
O 0.242674 2.103645 1.843026 -0.33 -0.30 0.14
H -1.383843 -0.751495 -1.373616 0.04 -0.09 0.15
H -1.379240 0.989900 1.372316 0.10 0.13 0.07
H -2.436082 -1.669148 -0.101905 0.09 0.00 -0.03
H 0.388799 1.193624 -2.014613 0.14 -0.06 0.08
H 1.292434 1.344810 -0.406524 -0.01 -0.11 -0.18
H 1.353434 -1.060585 -2.356757 0.07 0.15 0.10
H 2.269291 -0.904618 -0.755148 -0.09 0.09 -0.13
H -0.691250 0.823467 3.107091 0.09 0.12 -0.05
```
Positions in Å, forces in eV/Å.